C6H10N2O2 | ωB97M-V with the def2-TZVPD basis set

```
20
Properties=species:S:1:pos:R:3:forces:R:3:lowdin_charge:R:1
C -3.780659 -0.487540 -1.936233 0.8 -0.2 0.6 0.128
C -2.815427 -0.114221 -1.309237 -0.9 -0.4 -0.5 -0.075
C -1.665476 0.306563 -0.491284 -0.1 0.1 0.0 -0.417
O -1.427838 1.680333 -0.715130 0.1 0.0 0.0 -0.042
C -0.432935 -0.567358 -0.790151 0.0 0.0 -0.1 -0.108
C 0.720693 -0.243270 0.171597 0.2 0.3 -0.4 -0.381
N 1.151555 1.141679 0.043383 0.1 0.6 -0.1 0.043
C 1.841100 -1.212180 0.000129 0.6 -2.6 1.7 -0.164
N 2.503643 -2.144346 0.257534 -1.0 2.2 -1.1 0.154
H -4.620651 -0.965548 -2.409408 0.3 0.4 0.1 0.032
H -1.945754 0.146228 0.568119 0.0 0.0 -0.2 0.150
H -0.517826 1.843350 -0.390240 -0.2 0.0 0.0 0.050
H -0.113240 -0.402550 -1.829449 -0.1 0.0 0.2 0.138
H -0.713723 -1.623106 -0.679718 0.1 0.2 0.0 0.134
H 0.353420 -0.383733 1.199924 0.2 0.0 -0.2 0.152
H 1.721554 1.470716 0.816509 0.0 -0.4 0.0 0.080
H 1.700342 1.300769 -0.797203 -0.2 -0.2 0.0 0.109
O 2.983681 0.292346 2.627327 -0.4 -2.7 -0.5 -0.102
H 2.258000 0.690182 3.119400 0.0 -0.4 0.2 0.028
H 2.799535 -0.728308 2.544130 0.4 3.1 0.3 0.089
```
Positions in Å, forces in eV/Å.

Results
E_tot ... -494.522218 hartree
HOMO energy ... -10.02 eV
SMILES ... C#C[C@H](O)C[C@H](N)C#N.O
2S+1 ... 1
Total charge ... 0
Energy above the lowest of the compared OMol25 structures with the same formula, charge and spin ... 3.306 eV

=====

C6H10N2O2 | ωB97M-V with the def2-TZVPD basis set

```
20
Properties=species:S:1:pos:R:3:forces:R:3:lowdin_charge:R:1
O -0.011094 1.999175 0.395754 -0.8 -0.6 0.2 0.114
C -0.934686 1.259092 0.155183 1.2 0.6 -0.7 -0.348
C -2.253359 1.456622 -0.568159 -0.6 0.4 0.1 -0.075
C -2.056650 0.026050 -1.141730 0.0 -0.1 -0.1 -0.105
C -0.992718 -0.259260 -0.054600 -0.1 -0.2 0.7 -0.286
N 0.241678 -0.909363 -0.405718 0.1 0.0 0.0 -0.006
C 1.015579 -1.391956 0.719114 0.0 -0.6 1.5 -0.210
C 2.475399 -1.216354 0.493734 2.7 0.6 -5.9 -0.165
N 3.280845 -1.027769 -0.392917 -2.7 -1.7 3.9 0.109
H -3.094623 1.528779 0.135919 0.2 -0.1 -0.2 0.122
H -2.303002 2.296720 -1.271080 0.1 -0.2 0.2 0.121
H -2.931596 -0.630950 -1.139365 0.2 0.1 0.0 0.109
H -1.600968 0.043640 -2.139322 -0.1 0.0 0.2 0.120
H -1.491103 -0.700514 0.833681 0.0 0.0 -0.3 0.159
H 0.136326 -1.644663 -1.096494 -0.1 0.3 0.1 0.130
H 0.769982 -0.880302 1.662956 -0.1 0.1 -0.5 0.129
H 0.812074 -2.459864 0.933727 0.3 0.3 -0.1 0.127
O 3.063022 0.766809 1.368825 2.2 -0.4 -2.9 -0.239
H 2.233254 1.256659 1.253512 0.4 0.3 -0.7 -0.011
H 3.641631 0.487458 0.256985 -2.9 1.3 4.5 0.206
```
Positions in Å, forces in eV/Å.

Results
E_tot ... -494.470065 hartree
HOMO energy ... -9.43 eV
2S+1 ... 1
Total charge ... 0
Energy above the lowest of the compared OMol25 structures with the same formula, charge and spin ... 4.726 eV

=====

C6H10N2O2S | ωB97M-V with the def2-TZVPD basis set

```
21
Properties=species:S:1:pos:R:3:forces:R:3:lowdin_charge:R:1
C -0.131359 -0.559425 -0.261872 1.1 0.4 0.6 -0.134
C 1.116125 -0.471534 1.520439 1.2 1.1 -1.2 -0.122
C -0.486346 -1.570401 0.526526 -1.8 -2.8 1.8 -0.052
C -1.342275 2.721478 -2.598653 1.2 2.7 0.4 -0.094
C 0.353271 -2.466087 2.744650 -3.5 1.5 1.1 -0.012
C -2.113519 1.901323 -1.928355 -0.2 0.5 2.8 -0.128
N 0.904016 0.117633 0.337223 -0.1 -0.6 1.1 -0.067
N 0.284958 -1.492752 1.686193 0.5 -0.2 -0.7 -0.131
O 1.952600 0.760287 -2.264655 0.0 0.6 2.0 -0.477
O 3.546385 1.112305 -0.416836 -1.2 0.0 0.0 -0.480
S 2.214257 1.383543 -0.951447 1.3 0.0 -2.0 0.795
H -0.501444 -0.276440 -1.193350 -0.4 0.4 -1.3 0.079
H 1.973636 -0.233426 2.168487 -0.8 -0.1 -0.3 0.157
H -1.651053 2.884808 -3.653192 1.0 -0.2 0.6 0.059
H -1.249272 -2.413703 0.500898 1.1 1.5 -0.3 0.148
H -0.579187 3.473036 -2.085947 -1.6 -1.9 -1.3 0.097
H 0.569120 -1.985179 3.697816 0.1 0.1 -0.1 0.101
H -0.691078 -2.837310 2.819714 0.6 0.0 0.3 0.105
H 0.950420 -3.288641 2.622131 1.9 -1.8 -0.9 0.062
H -2.270768 1.829706 -0.801188 1.0 0.0 -1.6 0.081
H -2.848487 1.410780 -2.468581 -1.4 -1.2 -0.9 0.014
```
Positions in Å, forces in eV/Å.

Results
E_tot ... -892.724924 hartree
HOMO energy ... -9.42 eV
2S+1 ... 1
Total charge ... 0
Energy above the lowest of the compared OMol25 structures with the same formula, charge and spin ... 3.526 eV

=====

Number 1: LUMO level 0.15 eV. Number 2: LUMO level 0.50 eV. Number 3: LUMO level 0.51 eV.